(1)
Computed, not measured: a 4-piece molecular cluster, C37H42N4O8 overall at a distorted geometry, with ωB97M-V/def2-TZVPD.

## Properties
- largest force on an atom (Eh/bohr) = 0.0709
- SMILES string = CCCCCCCCCCCc1cccc2c1C(=O)NC2=O.O=[N+]([O-])c1ccccc1.O=[N+]([O-])c1ccccc1.O=[N+]([O-])c1ccccc1
- E_HOMO (eV) = -9.83

Structure (XYZ):
```
91
Properties=species:S:1:pos:R:3:forces:R:3:lowdin_charge:R:1
C 0.517 5.808 -1.835 -1.21 0.54 0.34 -0.12
C -0.695 4.948 -1.226 2.39 0.00 -0.36 -0.24
C -0.053 3.977 -0.162 -0.31 -0.11 0.61 -0.21
C -1.019 3.513 1.016 0.33 0.93 0.10 -0.20
C -2.552 3.779 0.785 -0.32 -1.04 0.47 -0.21
C -3.213 2.930 -0.369 0.33 -0.22 -0.08 -0.20
C -2.635 1.477 -0.528 -1.15 -0.22 -0.54 -0.23
C -3.055 0.475 0.624 1.98 0.13 0.25 -0.18
C -1.868 -0.591 0.745 -0.68 0.48 -0.44 -0.21
C -1.905 -1.553 -0.498 -0.44 -0.64 0.71 -0.19
C -0.717 -2.597 -0.557 0.59 0.32 -0.48 -0.14
C 0.618 -1.959 -0.068 0.20 -0.17 -0.03 -0.14
C 1.202 -0.899 -0.899 1.27 -0.23 1.82 -0.01
C 2.429 -0.207 -0.512 -1.46 -1.85 1.27 -0.03
C 3.064 -0.604 0.749 -1.19 -0.68 -0.51 0.00
C 2.469 -1.657 1.530 -1.48 -1.04 -0.19 -0.06
C 1.236 -2.382 1.176 0.97 2.50 -2.47 -0.01
C 0.832 -3.438 2.234 2.24 1.98 -1.54 -0.34
O -0.109 -4.178 2.264 0.43 0.43 0.47 0.11
N 1.921 -3.330 3.198 -1.86 0.36 0.19 0.15
C 2.870 -2.281 2.891 -0.27 0.69 -1.13 -0.40
O 3.810 -1.994 3.580 -0.52 -0.18 -0.03 0.11
H 0.073 6.775 -2.213 0.64 -1.00 -0.02 0.06
H 1.055 5.275 -2.654 -0.31 0.48 0.74 0.07
H 1.204 6.110 -1.001 -0.41 -0.41 -0.87 0.07
H -1.099 4.320 -2.056 -0.22 0.78 0.72 0.10
H -1.408 5.697 -0.812 0.27 -1.00 -0.21 0.09
H 0.384 3.063 -0.656 -0.49 0.92 0.19 0.10
H 0.825 4.494 0.324 -0.86 -0.47 -0.53 0.10
H -0.775 2.449 1.281 -0.55 0.86 -0.24 0.09
H -0.726 4.121 1.922 -0.36 -0.64 -0.82 0.11
H -2.782 4.858 0.611 0.37 -0.83 0.18 0.09
H -3.067 3.509 1.755 0.48 0.30 -0.92 0.11
H -4.322 2.839 -0.177 1.05 0.28 -0.33 0.12
H -3.039 3.459 -1.346 -0.41 -0.43 0.88 0.09
H -3.057 1.043 -1.484 0.46 0.59 0.80 0.11
H -1.523 1.514 -0.687 -0.92 -0.09 0.39 0.09
H -3.044 1.048 1.591 -0.43 -0.56 -0.78 0.11
H -4.041 -0.025 0.439 0.83 0.62 0.21 0.11
H -1.920 -1.185 1.694 -0.04 0.41 -0.76 0.12
H -0.932 0.038 0.790 -0.75 -0.87 -0.09 0.09
H -2.852 -2.162 -0.393 0.84 0.64 -0.21 0.12
H -2.024 -0.987 -1.459 0.43 -0.41 0.88 0.10
H -0.582 -2.923 -1.630 -0.09 0.33 1.04 0.12
H -0.914 -3.536 0.018 0.03 1.06 -0.31 0.08
H 0.679 -0.602 -1.837 0.46 -0.35 0.89 0.12
H 2.812 0.612 -1.164 -0.19 -0.84 0.81 0.11
H 3.986 -0.100 1.112 -0.81 -0.50 -0.32 0.12
H 1.406 -3.182 4.074 1.12 -0.52 0.33 0.16
C 6.659 -4.335 2.805 0.01 0.03 0.07 -0.06
C 7.781 -5.126 2.592 -0.17 0.05 -0.10 -0.07
C 7.916 -5.838 1.409 0.20 -0.08 0.05 0.00
C 6.922 -5.746 0.443 -0.05 0.30 0.50 -0.15
C 5.794 -4.964 0.650 -0.18 0.07 -0.08 0.00
C 5.665 -4.257 1.837 0.13 -0.11 -0.03 -0.05
N 7.073 -6.477 -0.819 0.05 -0.21 -0.33 -0.35
O 8.066 -7.168 -0.960 -0.23 0.17 0.07 0.07
O 6.198 -6.348 -1.657 0.17 -0.01 0.22 0.07
H 6.558 -3.775 3.728 -0.03 -0.03 -0.07 0.11
H 8.553 -5.186 3.350 -0.03 -0.03 -0.07 0.11
H 8.794 -6.452 1.252 -0.14 0.00 -0.17 0.12
H 5.016 -4.894 -0.099 0.17 -0.12 -0.06 0.12
H 4.792 -3.641 2.009 0.15 -0.10 -0.06 0.08
C -0.691 -6.996 1.290 0.09 -0.10 0.00 -0.06
C -1.775 -6.373 0.684 0.03 -0.20 -0.01 -0.06
C -2.766 -7.134 0.081 -0.10 0.16 -0.05 0.00
C -2.663 -8.519 0.095 0.40 0.32 0.25 -0.15
C -1.580 -9.150 0.692 0.10 -0.21 0.07 0.00
C -0.591 -8.382 1.290 -0.16 0.15 -0.10 -0.06
N -3.722 -9.327 -0.519 -0.26 -0.20 -0.17 -0.35
O -4.648 -8.740 -1.050 0.23 -0.11 0.13 0.07
O -3.616 -10.539 -0.460 0.01 0.28 -0.01 0.07
H 0.078 -6.399 1.765 -0.09 -0.05 -0.03 0.09
H -1.847 -5.293 0.686 -0.03 -0.10 0.05 0.08
H -3.607 -6.640 -0.388 -0.02 -0.22 0.00 0.12
H -1.496 -10.229 0.700 -0.19 0.07 -0.09 0.12
H 0.257 -8.864 1.761 -0.07 -0.01 -0.05 0.11
C -3.028 11.413 -3.717 0.00 0.01 -0.02 -0.07
C -2.410 11.588 -2.485 -0.11 -0.11 -0.10 -0.07
C -2.526 10.614 -1.504 0.13 0.10 0.15 0.00
C -3.261 9.466 -1.771 0.05 0.42 -0.43 -0.15
C -3.889 9.285 -2.995 -0.12 -0.15 -0.13 0.00
C -3.770 10.265 -3.971 0.11 0.09 0.13 -0.07
N -3.366 8.423 -0.746 -0.12 -0.37 0.23 -0.35
O -2.818 8.621 0.324 -0.09 -0.04 -0.25 0.07
O -3.992 7.413 -1.025 0.23 0.34 0.07 0.07
H -2.931 12.173 -4.484 -0.01 -0.05 0.05 0.11
H -1.833 12.484 -2.291 -0.03 -0.07 0.03 0.11
H -2.041 10.759 -0.548 -0.10 -0.19 -0.02 0.12
H -4.466 8.394 -3.203 0.09 0.00 0.20 0.12
H -4.253 10.134 -4.931 0.01 -0.03 0.08 0.11
```
Forces are in eV/Å.

(2)
Computed, not measured: C37H42N4OPRhS as an isolated structure at a distorted geometry, with ωB97M-V/def2-TZVPD.

## Properties
- largest force on an atom (Eh/bohr) = 0.0246
- charge = +2
- ΔE to the lowest compared entry with this formula, charge and spin (kJ/mol) = 123.70
- E_HOMO (alpha / beta) (eV) = -13.52 / -13.68

Structure (XYZ):
```
87
Properties=species:S:1:pos:R:3:forces:R:3:lowdin_charge:R:1
Rh 0.155 -0.251 -0.972 0.13 -0.38 0.26 0.58
C 2.353 -1.945 -4.646 0.07 -0.04 -0.10 -0.04
C 2.197 -1.099 -3.386 0.10 0.12 -0.01 -0.41
C 3.125 0.115 -3.389 0.08 0.02 -0.02 -0.08
C 2.377 -1.980 -2.156 -0.01 0.01 0.29 -0.25
C 3.826 -2.348 -1.820 -0.04 0.07 0.31 -0.02
O 3.988 -1.934 -0.422 -0.18 -0.07 -0.35 0.06
C 2.853 -1.385 -0.021 0.58 -0.06 0.56 -0.30
N 1.918 -1.321 -0.896 -0.55 -0.20 -0.48 0.00
C 2.824 -0.973 1.399 -0.02 -0.19 -0.35 -0.12
C 4.020 -1.037 2.106 0.16 0.01 0.08 0.02
C 4.048 -0.798 3.471 0.03 0.00 -0.01 -0.02
C 2.871 -0.517 4.142 -0.03 -0.01 0.06 -0.02
C 1.675 -0.436 3.438 0.01 0.11 0.11 -0.05
C 1.640 -0.649 2.067 -0.11 0.29 0.06 -0.25
P 0.012 -0.585 1.270 -0.02 -0.59 -0.60 1.06
C -0.923 0.724 2.069 -0.27 0.15 0.07 -0.34
C -1.640 0.585 3.262 -0.06 0.08 -0.02 -0.08
C -2.306 1.670 3.811 0.00 -0.03 0.00 -0.04
C -2.273 2.905 3.179 -0.02 0.05 0.03 -0.04
C -1.572 3.052 1.992 0.05 -0.16 -0.01 -0.05
C -0.904 1.969 1.434 -0.09 0.09 0.30 -0.11
C -0.630 -2.259 1.584 -0.05 -0.26 0.03 -0.32
C -1.127 -2.670 2.826 0.11 -0.04 -0.04 -0.07
C -1.563 -3.973 3.018 0.03 0.02 0.00 -0.04
C -1.473 -4.902 1.990 -0.03 -0.08 0.00 -0.05
C -0.933 -4.526 0.767 0.01 0.14 0.05 -0.06
C -0.526 -3.213 0.564 -0.02 -0.12 0.38 -0.11
H 2.316 -1.318 -5.538 -0.01 -0.03 0.04 0.09
H 1.568 -2.703 -4.732 0.09 0.07 0.05 0.09
H 3.322 -2.460 -4.651 -0.11 0.08 -0.02 0.10
H 1.162 -0.737 -3.355 -0.20 0.05 -0.04 0.09
H 4.124 -0.160 -3.739 -0.05 0.04 0.03 0.09
H 3.219 0.571 -2.397 -0.03 -0.04 -0.08 0.07
H 2.747 0.882 -4.066 0.03 -0.06 0.02 0.08
H 1.776 -2.881 -2.288 -0.08 -0.08 0.04 0.15
H 4.558 -1.807 -2.407 0.11 0.10 -0.02 0.13
H 4.033 -3.409 -1.873 0.01 -0.12 0.07 0.14
H 4.932 -1.287 1.584 -0.01 -0.01 0.01 0.13
H 4.987 -0.848 4.006 -0.04 0.00 -0.02 0.13
H 2.874 -0.360 5.213 0.01 0.02 -0.06 0.12
H 0.766 -0.196 3.978 0.08 0.02 -0.05 0.10
H -1.700 -0.358 3.778 -0.03 0.10 -0.02 0.08
H -2.851 1.547 4.738 0.01 0.00 -0.04 0.12
H -2.794 3.749 3.614 0.03 -0.05 -0.04 0.12
H -1.546 4.011 1.497 0.02 0.05 -0.03 0.09
H -0.356 2.091 0.514 0.06 0.00 -0.09 0.03
H -1.151 -2.001 3.670 0.02 -0.10 -0.01 0.08
H -1.956 -4.269 3.984 0.03 0.03 -0.08 0.12
H -1.812 -5.921 2.148 0.04 0.12 -0.02 0.12
H -0.832 -5.253 -0.031 -0.02 0.08 0.06 0.12
H -0.111 -2.945 -0.390 0.05 0.11 -0.27 0.07
C -1.842 -0.441 -1.750 0.95 -0.04 0.84 -0.12
C -2.592 -1.556 -1.208 0.22 0.42 -0.33 -0.31
C -3.209 -1.433 0.036 -0.30 0.06 0.36 -0.03
C -3.965 -2.466 0.551 0.05 0.19 0.13 0.00
C -4.107 -3.637 -0.189 -0.40 -0.58 0.39 -0.21
C -3.514 -3.769 -1.436 0.21 0.02 -0.35 0.00
C -2.749 -2.729 -1.938 -0.07 -0.49 -0.28 -0.02
C -4.858 -4.749 0.376 0.17 0.31 -0.11 -0.16
N -5.427 -5.627 0.854 0.15 0.18 -0.11 0.19
H -2.063 0.529 -1.331 -0.52 0.36 -0.14 0.04
H -1.573 -0.433 -2.801 -0.24 -0.03 -0.18 0.07
H -3.090 -0.512 0.600 -0.07 -0.06 -0.03 0.12
H -4.447 -2.381 1.517 0.04 0.01 -0.05 0.13
H -3.655 -4.679 -2.003 0.03 0.03 0.01 0.13
H -2.277 -2.821 -2.913 -0.11 -0.01 0.09 0.13
C -2.416 5.712 -0.753 -0.05 -0.07 0.06 -0.07
C -1.843 5.249 -2.084 0.08 -0.19 -0.03 -0.20
N -1.358 3.853 -2.098 -0.05 0.09 0.14 0.03
C -0.151 3.436 -1.722 -0.08 0.16 0.02 -0.71
S 0.361 1.820 -2.147 0.12 0.64 -0.18 0.71
N 0.659 4.308 -1.140 0.36 -0.24 0.22 0.05
C 2.049 4.108 -0.671 -0.36 0.02 -0.04 -0.21
C 2.155 4.222 0.840 -0.07 -0.03 0.06 -0.06
H -2.735 6.754 -0.830 0.03 -0.10 -0.03 0.09
H -1.679 5.653 0.050 -0.04 0.03 -0.01 0.05
H -3.285 5.113 -0.472 0.09 0.04 0.00 0.09
H -1.025 5.897 -2.406 0.02 -0.02 -0.05 0.12
H -2.600 5.308 -2.861 -0.04 0.01 -0.04 0.13
H -1.930 3.154 -2.537 -0.07 -0.03 -0.14 0.13
H 0.281 5.227 -0.972 0.00 0.10 0.00 0.13
H 2.667 4.855 -1.163 0.03 0.09 -0.06 0.13
H 2.368 3.134 -1.016 0.03 -0.16 -0.09 0.07
H 1.782 5.184 1.200 0.02 -0.03 -0.03 0.08
H 3.199 4.139 1.147 -0.06 0.00 -0.04 0.09
H 1.587 3.429 1.332 0.04 0.05 -0.01 0.06
```
Forces are in eV/Å.

(3)
Computed, not measured: C37H42N4P2Ti as an isolated structure at a distorted geometry, with ωB97M-V/def2-TZVPD.

## Properties
- largest force on an atom (Eh/bohr) = 0.0651
- E_HOMO (alpha / beta) (eV) = -6.09 / -7.52
- ⟨S²⟩ = 2.0105
- 2S+1 = 3

Structure (XYZ):
```
86
Properties=species:S:1:pos:R:3:forces:R:3:lowdin_spin:R:1
Ti 2.298 -1.160 1.262 1.87 -1.55 0.03 1.35
C 2.870 -1.964 -1.291 -0.40 2.26 0.27 0.00
C 2.360 -0.726 -0.924 1.00 -1.28 -1.26 0.03
C 0.930 -0.322 -1.136 -0.10 0.11 0.10 0.01
C -0.109 -0.483 0.013 -0.66 0.43 0.02 0.05
C 0.159 -1.510 1.075 -0.41 -1.19 -0.02 0.22
C 0.665 -2.784 0.713 -0.80 1.20 0.65 0.16
C 0.689 -3.312 -0.692 0.61 -0.40 -1.10 0.03
C 2.039 -3.166 -1.516 -0.92 -1.04 -0.07 0.01
C 2.402 -2.192 3.021 0.06 0.16 0.43 -0.01
H 3.924 -2.037 -1.592 -0.36 -0.06 0.75 0.00
H 3.068 0.085 -0.706 0.05 -0.18 -0.43 0.01
H 0.565 -0.890 -2.012 0.30 0.42 0.40 0.00
H 0.980 0.762 -1.376 -0.10 -0.81 -0.09 0.00
H -0.293 0.488 0.498 0.16 -0.21 -0.17 0.01
H -1.068 -0.753 -0.465 0.06 0.14 -0.01 0.01
H -0.339 -1.381 2.042 0.14 0.00 -0.31 0.03
H 0.590 -3.540 1.492 0.33 0.11 -0.10 0.01
H -0.140 -2.879 -1.291 0.37 -0.23 0.37 0.00
H 0.521 -4.412 -0.649 -0.10 0.74 -0.06 0.00
H 2.668 -4.051 -1.303 -0.25 0.48 -0.15 0.00
H 1.765 -3.254 -2.589 0.28 0.12 0.34 0.00
H 3.174 -2.899 3.333 -0.27 0.09 -0.05 0.00
H 1.400 -2.456 3.379 0.24 -0.01 0.27 0.00
H 2.697 -1.186 3.435 -0.17 -0.16 0.27 0.01
P -3.014 1.119 1.407 -3.34 0.22 -0.14 0.00
P -0.729 2.980 -1.128 -1.81 0.40 -2.48 0.00
N -4.365 -0.047 1.134 0.53 -1.01 0.07 0.00
N -3.989 2.216 2.404 0.77 0.57 0.61 0.00
N -1.475 2.338 -2.687 0.05 -1.56 0.83 0.00
N -0.284 4.554 -1.797 0.27 0.80 0.10 0.00
C -3.266 2.030 -0.178 0.33 0.00 -0.36 0.00
C -2.385 3.297 -0.308 0.19 0.40 -0.06 0.00
C -4.219 -1.399 1.489 -1.27 0.17 -0.62 0.00
C -5.412 -2.078 1.246 0.63 1.13 0.05 0.00
C -6.354 -1.105 0.756 1.11 0.78 -0.09 0.00
C -5.674 0.114 0.667 -0.10 -0.92 0.21 0.00
C -3.531 2.598 3.673 -1.28 0.48 -0.33 0.00
C -4.490 3.404 4.267 0.32 -0.71 -0.76 0.00
C -5.585 3.521 3.348 0.98 -0.73 -0.79 0.00
C -5.234 2.820 2.201 0.37 0.22 1.00 0.00
C -1.153 1.011 -2.986 0.11 0.50 -0.77 0.00
C -1.683 0.624 -4.194 -0.16 0.46 0.69 0.00
C -2.530 1.697 -4.611 0.23 0.71 1.04 0.00
C -2.440 2.699 -3.635 0.35 -0.40 -0.65 0.00
C -0.792 5.228 -2.922 0.13 0.99 0.85 0.00
C -0.556 6.593 -2.787 0.15 -1.58 0.53 0.00
C 0.192 6.773 -1.574 -0.36 -0.94 -0.05 0.00
C 0.359 5.526 -0.998 -0.66 0.29 -0.83 0.00
H -4.333 2.309 -0.266 0.62 -0.15 0.03 0.00
H -3.056 1.314 -0.991 -0.12 0.23 0.17 0.00
H -2.916 4.050 -0.926 0.34 -0.24 0.50 0.00
H -2.148 3.722 0.687 -0.32 0.07 -0.38 0.00
H -3.274 -1.764 1.845 0.15 -0.03 0.10 0.00
H -5.576 -3.142 1.371 0.03 0.27 0.10 0.00
H -7.400 -1.263 0.483 0.53 0.05 0.07 0.00
H -6.026 1.068 0.290 0.05 -0.41 0.15 0.00
H -2.571 2.261 4.020 0.06 -0.06 0.09 0.00
H -4.419 3.847 5.241 0.01 0.03 0.15 0.00
H -6.526 4.022 3.502 0.06 0.15 -0.02 0.00
H -5.759 2.732 1.265 -0.01 -0.02 0.23 0.00
H -0.620 0.420 -2.282 0.20 0.19 -0.20 0.00
H -1.468 -0.321 -4.685 -0.32 0.25 0.13 0.00
H -3.135 1.723 -5.511 0.06 0.13 0.27 0.00
H -2.961 3.642 -3.558 0.08 -0.08 -0.15 0.00
H -1.226 4.691 -3.744 -0.06 0.03 0.12 0.00
H -0.917 7.354 -3.458 0.24 -0.01 -0.12 0.00
H 0.534 7.721 -1.190 0.13 -0.13 0.08 0.00
H 0.897 5.230 -0.116 -0.05 -0.02 0.17 0.00
C 5.980 -5.916 0.519 0.45 0.33 0.02 0.00
C 4.584 -5.768 0.624 -0.40 0.76 0.15 0.00
C 4.011 -4.509 0.832 0.01 -0.66 0.09 0.00
C 4.819 -3.344 0.938 1.89 0.51 -0.35 0.00
C 4.389 -1.975 1.037 -1.25 0.54 0.19 0.00
C 5.288 -0.920 0.970 0.41 -1.14 0.16 0.01
C 6.691 -1.149 0.847 0.22 -0.23 -0.09 0.00
C 7.143 -2.438 0.720 0.05 0.70 0.23 0.00
C 6.249 -3.530 0.791 -0.63 -0.18 -0.39 0.00
C 6.798 -4.807 0.588 -0.32 -0.81 -0.03 0.00
H 6.425 -6.896 0.373 -0.16 0.07 -0.03 0.00
H 3.953 -6.655 0.525 0.10 0.34 0.09 0.00
H 2.915 -4.439 0.896 0.59 0.15 0.12 0.00
H 4.959 0.120 1.012 -0.11 0.01 0.04 0.00
H 7.415 -0.332 0.848 -0.30 -0.09 -0.12 0.00
H 8.197 -2.671 0.537 -0.33 0.25 0.22 0.00
H 7.880 -4.877 0.454 -0.33 -0.16 0.09 0.00
```
Forces are in eV/Å.